(1)
C3H2FN | ωB97M-V/def2-TZVPD

Output
F_max ... 2.187 eV Å⁻¹
Frontier orbital gap ... 11.26 eV
Structure (SMILES) ... C#CF.C#N
Relative energy (zero: lowest compared OMol25 entry of this formula, charge and spin) ... 272.0 kJ/mol
2S+1 ... 1

Last column: natural (NBO) charge in e.
Geometry (Å):
F: 0.252 2.078 -0.381  -0.26
N: -0.267 -1.696 1.152  -0.31
C: 0.129 -0.059 -1.527  -0.38
C: -0.323 -0.658 1.617  0.07
C: 0.170 1.028 -1.054  0.40
H: 0.221 -1.023 -1.833  0.23
H: -0.182 0.330 2.025  0.23


(2)
CH4ClPS | ωB97M-V/def2-TZVPD

Output
F_max ... 4.025 eV Å⁻¹
Frontier orbital gap (spin up / spin down) ... 6.40 / 6.03 eV
Relative energy (zero: lowest compared OMol25 entry of this formula, charge and spin) ... 119.8 kJ/mol
⟨S²⟩ ... 2.006
2S+1 ... 3

Last column: Mulliken spin population.
Geometry (Å):
Cl: -4.077 -0.605 -0.235  0.08
S: -0.611 -0.742 0.674  1.19
P: -2.508 0.615 -0.033  0.71
C: 0.581 -0.166 -0.584  -0.05
H: 1.281 -0.970 -0.818  0.03
H: -2.779 0.884 1.227  0.00
H: 1.250 0.580 -0.051  0.05
H: 0.160 0.171 -1.552  0.00


(3)
C10H12ClNO | ωB97M-V/def2-TZVPD

Output
F_max ... 5.097 eV Å⁻¹
Frontier orbital gap ... 10.03 eV
Structure (SMILES) ... COC[C@@]12C=C[C@@H](C1)C[C@]2(Cl)C#N
Relative energy (zero: lowest compared OMol25 entry of this formula, charge and spin) ... 441.1 kJ/mol
2S+1 ... 1

Last column: natural (NBO) charge in e.
Geometry (Å):
Cl: 2.216 -1.781 1.026  0.03
O: -0.687 -2.266 -0.384  -0.55
N: 4.019 0.154 -1.449  -0.29
C: 3.107 -0.141 -0.840  0.26
C: 2.001 1.043 1.031  -0.42
C: -2.169 -2.108 -0.258  -0.26
C: 0.551 1.582 0.888  -0.26
C: 0.609 1.087 -1.374  -0.25
C: 0.542 2.073 -0.478  -0.16
C: 0.485 -0.106 -0.541  0.00
C: -0.195 0.221 0.729  -0.44
C: -0.053 -1.345 -1.261  -0.09
C: 2.118 -0.211 0.226  -0.16
H: -2.607 -1.169 0.191  0.17
H: 0.682 -2.014 -1.724  0.21
H: 2.759 1.856 0.872  0.25
H: 0.692 1.178 -2.448  0.24
H: 0.760 3.196 -0.718  0.22
H: -1.228 0.317 0.816  0.22
H: 2.085 0.696 2.200  0.24
H: 0.005 -0.632 1.335  0.24
H: -2.500 -2.096 -1.302  0.18
H: 0.249 2.218 1.774  0.24
H: -2.458 -3.015 0.305  0.21
H: -0.691 -0.964 -2.063  0.18


(4)
C6H12N2O | ωB97M-V/def2-TZVPD

Output
F_max ... 3.363 eV Å⁻¹
Frontier orbital gap (spin up / spin down) ... 6.29 / 6.37 eV
Relative energy (zero: lowest compared OMol25 entry of this formula, charge and spin) ... 351.3 kJ/mol
2S+1 ... 1

Last column: natural (NBO) charge in e.
Geometry (Å):
O: 2.237 0.275 0.172  -0.71
N: -0.703 -0.477 0.819  -0.42
N: -0.098 1.045 -0.675  -0.44
C: -0.738 -2.634 -0.502  -0.64
C: 1.586 0.989 -0.833  0.07
C: -0.464 0.829 0.645  0.16
C: -0.630 -0.109 -1.419  -0.25
C: -0.771 -1.158 -0.352  0.02
C: -0.392 1.839 1.734  -0.65
H: 2.064 0.706 1.022  0.47
H: -1.601 0.169 -1.879  0.18
H: -0.964 -3.147 0.430  0.21
H: 0.027 -0.430 -2.238  0.20
H: -1.474 -2.963 -1.243  0.21
H: -0.020 1.398 2.663  0.20
H: 1.891 0.558 -1.784  0.17
H: 1.811 2.060 -0.819  0.15
H: -1.376 2.277 1.948  0.21
H: 0.242 -2.978 -0.849  0.20
H: 0.286 2.647 1.448  0.22
H: -0.914 -0.894 1.713  0.41